# C38H34N4O12PSW

A molecular structure, C38H34N4O12PSW in a non-equilibrium geometry (the ωB97M-V functional and the def2-TZVPD basis, OMol25).

Values from the calculation:
HOMO-LUMO gap (spin up / spin down)	0.2140 / 0.2142	Eh
net charge	+1
energy relative to the best compared isomer or geometry (same formula, charge and spin)	53.79	kJ/mol
HOMO level (spin up / spin down)	-9.34 / -9.35	eV

Structure (XYZ):
```
91
C38H34N4O12PSW the ωB97M-V functional and the def2-TZVPD basis
H -4.0811 3.6670 -4.6947
C 1.0352 1.3952 -2.3908
H 3.8962 -4.0736 -2.4682
C -2.8684 -2.8775 6.0585
O -1.0729 0.3514 -0.5237
H 4.6761 0.8565 2.6370
H -3.7925 -1.5376 -2.7489
C -0.9409 2.6024 0.3343
H -1.1123 4.6754 0.9103
N 1.5032 -2.3365 0.1493
C 2.8874 -2.2608 -1.8842
C 0.8822 -1.1772 3.6204
C -3.2192 -1.5862 5.6689
C 2.2973 -2.8964 -0.7752
O 0.8191 -1.3042 4.7737
H 5.0950 -3.0842 -4.3517
O -1.9040 -5.3352 6.6570
C -2.1787 -1.8722 3.5133
C -2.1667 -3.6579 5.1412
H -3.1289 -3.2553 7.0353
H -2.2257 -0.7571 -3.0382
N -4.0030 -0.7665 6.5806
H 3.5753 2.4767 -1.8902
C -2.5437 3.3866 -1.8579
N 0.9627 -1.0576 2.4376
O -0.6900 -1.9533 -1.0867
C -1.4043 1.6424 -0.6229
O -1.2392 -2.2043 1.3391
H -2.7491 2.5222 -4.3991
C 3.3702 -0.3651 -3.3454
H 3.2219 0.6715 -3.6157
W 0.0920 -0.7648 0.6177
H 1.4084 2.9363 2.7286
H -0.4335 1.3178 -5.4429
H 1.6142 -4.0631 1.0900
C 3.8018 2.1302 -0.8928
H 1.3869 3.1710 -1.2398
C 5.1409 2.2689 1.0962
C 0.3475 3.0452 2.5087
C 4.4331 1.2111 1.6482
N -1.7187 -4.9860 5.5171
C -2.6813 -3.6494 -0.8445
H -2.4749 5.3439 -1.0021
H 0.5010 -0.1970 -3.7243
H 4.7458 -0.7107 -4.9494
H -0.2171 2.6607 3.3610
H 5.9426 2.7282 1.6534
O -4.3126 -1.2602 7.6366
H 0.0992 4.0917 2.3799
C 3.0683 1.0917 -0.3288
C -1.4018 3.9343 0.1870
C 4.8233 2.7263 -0.1723
C 0.4882 0.8742 -3.5630
H 0.4366 4.6739 -2.9419
O 1.0486 -3.2634 1.1265
H -2.5051 1.3088 -2.4068
C -2.8605 -1.0620 4.4419
C 0.9939 2.7670 -2.1607
C 4.2260 -1.1353 -4.1052
C -2.1587 4.3216 -0.8767
H -3.1172 -0.0427 4.1979
O 0.6243 1.0731 1.2043
C -1.8587 -3.1919 3.8821
H -2.1512 -4.2123 -1.6024
O -1.1796 -5.6465 4.6535
H -0.4657 3.7569 -5.0384
H 5.3707 3.5506 -0.6035
C -0.0575 3.0905 -4.2949
C -0.0442 1.7209 -4.5176
C -2.7164 -1.6637 -2.7003
P 1.7132 0.2033 -1.1890
H 2.5316 -3.9542 -0.6495
H -2.3936 -2.4976 -3.3123
C -2.2006 2.0534 -1.6896
C -3.6153 3.0210 -3.9527
C 2.6971 -0.8954 -2.2445
O -1.5126 -0.1462 1.9581
H -4.3469 2.2805 -3.6135
O -4.3072 0.3432 6.2051
O -3.2233 3.8799 -2.9038
C 4.4186 -2.4779 -3.7689
C -0.0001 2.2161 1.3146
C 3.4019 0.6198 0.9413
H -1.3159 -3.8270 3.1990
H 2.8434 -0.2203 1.3621
H -2.3963 -3.9904 0.1445
C 3.7563 -3.0280 -2.7026
C 0.4509 3.6093 -3.1160
C -1.6780 -1.3815 2.2555
S -2.2106 -1.8948 -0.9573
H -3.7532 -3.7437 -0.9683
```